# 1
{"formula": "C22H27N3O4", "method": "ωB97M-V/def2-TZVPD", "lumo_energy_ha": 0.019, "spin_multiplicity": 1, "homo_energy_ev": -8.90, "de_lowest_kcal_mol": 63.8, "homo_lumo_gap_ev": 9.42, "species": ["C", "H", "O", "C", "H", "C", "O", "N", "C", "H", "C", "H", "H", "C", "C", "C", "H", "H", "H", "H", "O", "C", "C", "C", "C", "C", "C", "H", "H", "C", "O", "N", "H", "C", "H", "H", "C", "C", "C", "C", "N", "C", "C", "H", "H", "H", "H", "H", "H", "H", "H", "H", "H", "H", "H", "H"], "xyz": [[-7.503159, -3.188272, 1.100889], [-8.471152, -3.568761, 0.756438], [-6.620475, -3.003873, 0.018232], [-7.100492, -2.081067, -0.935389], [-6.419673, -2.141031, -1.788822], [-7.170516, -0.637585, -0.420649], [-8.231779, -0.040953, -0.371266], [-6.009072, -0.078709, -0.027955], [-4.708200, -0.710122, -0.149556], [-4.330358, -0.603912, -1.175589], [-3.722169, -0.056627, 0.811944], [-4.103011, -0.128626, 1.831312], [-2.774039, -0.593919, 0.764499], [-3.493792, 1.419829, 0.444891], [-4.782698, 2.028240, -0.128791], [-6.013635, 1.308863, 0.401931], [-6.929988, 1.763255, 0.017501], [-6.042497, 1.363711, 1.497031], [-4.840672, 3.089338, 0.110499], [-4.743562, 1.931991, -1.214939], [-2.512027, 1.554948, -0.571653], [-1.193001, 1.442815, -0.274477], [-0.323578, 1.617062, -1.355580], [1.039942, 1.526703, -1.188005], [1.579096, 1.263865, 0.070440], [0.712235, 1.115658, 1.147013], [-0.657938, 1.191006, 0.986238], [-1.292301, 1.057832, 1.848202], [1.134984, 0.934825, 2.123736], [3.040410, 1.167750, 0.337633], [3.523899, 1.417292, 1.425316], [3.799567, 0.789682, -0.725193], [3.346267, 0.434382, -1.550972], [5.219370, 0.575064, -0.599334], [5.716420, 0.907889, -1.515216], [5.558642, 1.189868, 0.237582], [5.559275, -0.899559, -0.320664], [7.037632, -1.060920, -0.138505], [7.646464, -0.726947, 1.066854], [9.020225, -0.859768, 1.180291], [9.795570, -1.288788, 0.198438], [9.219481, -1.604276, -0.947889], [7.854833, -1.507739, -1.169929], [7.435527, -1.781352, -2.126934], [9.886966, -1.952024, -1.725879], [9.530165, -0.612306, 2.102204], [7.055608, -0.373958, 1.898210], [5.210079, -1.517307, -1.151504], [5.035296, -1.203408, 0.587707], [1.682581, 1.697472, -2.039448], [-0.751787, 1.832006, -2.322055], [-3.178750, 1.979988, 1.335461], [-4.798835, -1.772671, 0.079820], [-8.113269, -2.354707, -1.261198], [-7.035433, -3.919772, 1.756916], [-7.669189, -2.254334, 1.648197]], "atomic_forces_ev_per_a": [[-0.1, 0.0, 0.1], [0.0, 0.0, 0.0], [0.1, 0.0, -0.2], [-0.1, -0.1, -0.1], [-0.1, 0.0, 0.0], [-0.1, -0.4, 0.0], [-0.3, 0.0, -0.1], [0.2, 0.2, 0.2], [0.4, -0.3, -0.1], [0.0, -0.1, 0.1], [0.1, 0.1, -0.3], [0.0, 0.0, 0.1], [0.0, 0.0, 0.1], [-0.3, -0.1, 0.4], [0.2, -0.1, 0.2], [-0.2, 0.4, 0.0], [0.2, 0.0, 0.2], [-0.1, 0.1, 0.0], [0.0, 0.0, -0.1], [0.0, 0.0, 0.0], [0.2, 0.1, -0.2], [0.3, 0.0, -0.1], [-0.2, 0.0, 0.0], [0.0, -0.1, 0.2], [-0.3, 0.1, 0.2], [0.3, 0.0, -0.2], [-0.3, 0.0, 0.0], [-0.1, 0.0, 0.1], [0.0, 0.0, 0.1], [0.0, 0.0, -0.2], [0.1, 0.0, 0.3], [0.0, 0.0, -0.3], [-0.1, 0.1, 0.1], [0.1, -0.1, 0.1], [0.0, 0.0, 0.1], [0.0, 0.0, -0.2], [0.0, 0.3, 0.0], [0.1, -0.1, 0.0], [0.0, -0.1, -0.2], [-0.2, 0.1, 0.2], [0.5, -0.1, 0.1], [-0.1, -0.1, -0.3], [0.0, 0.1, 0.2], [0.0, 0.0, -0.1], [0.0, 0.0, -0.1], [0.0, 0.0, 0.1], [-0.1, 0.0, 0.1], [0.0, 0.0, 0.0], [0.0, 0.0, 0.0], [0.1, 0.0, -0.1], [0.0, 0.0, -0.1], [0.0, 0.0, -0.1], [0.1, 0.2, -0.1], [0.2, 0.1, 0.0], [-0.1, 0.0, 0.0], [0.0, 0.0, 0.0]], "mulliken_charge": [-0.658, 0.291, -0.345, -0.807, 0.332, 0.766, -0.675, 0.271, -1.042, 0.216, -0.764, 0.350, 0.541, 0.188, -0.807, -0.967, 0.527, 0.235, 0.435, 0.298, -0.445, 0.656, -0.769, -0.511, 0.475, -1.122, 0.000, 0.349, 0.428, 0.352, -0.675, -0.111, 0.279, -0.798, 0.333, 0.367, -0.779, 0.586, -0.280, -0.369, -0.618, -0.321, -0.392, 0.347, 0.361, 0.361, 0.407, 0.385, 0.315, 0.425, 0.437, 0.331, 0.702, 0.372, 0.239, 0.294]}

=====

# 2
{"formula": "C22H27N3O4S", "method": "ωB97M-V/def2-TZVPD", "lumo_energy_ha": 0.019, "spin_multiplicity": 1, "homo_energy_ev": -8.43, "de_lowest_kcal_mol": 2.3, "homo_lumo_gap_ev": 8.94, "species": ["C", "H", "H", "C", "C", "O", "N", "C", "C", "C", "C", "C", "C", "C", "H", "H", "C", "H", "H", "H", "S", "O", "O", "N", "H", "C", "C", "C", "O", "N", "C", "C", "C", "C", "C", "C", "H", "C", "H", "H", "H", "H", "C", "H", "H", "H", "H", "H", "H", "H", "H", "H", "H", "H", "H", "H", "H"], "xyz": [[-3.533198, -3.584133, 0.165026], [-4.550155, -3.805510, 0.479999], [-3.302660, -4.186838, -0.709990], [-3.399409, -2.098724, -0.177540], [-1.993973, -1.816016, -0.672415], [-1.721738, -1.866146, -1.855813], [-1.054335, -1.559957, 0.282190], [0.311108, -1.414456, 0.044503], [1.005290, -1.576262, -1.145945], [2.384512, -1.425186, -1.120854], [3.034908, -1.110964, 0.055939], [2.347945, -0.943945, 1.246464], [0.981902, -1.103385, 1.231408], [0.004980, -0.996020, 2.359595], [0.262230, -1.672489, 3.174925], [-0.005215, 0.019993, 2.754650], [-1.335890, -1.363368, 1.704268], [-2.064436, -0.558646, 1.824453], [-1.747776, -2.280324, 2.134121], [2.896722, -0.697687, 2.140169], [4.817682, -0.968464, 0.063459], [5.249629, -0.667275, 1.392856], [5.368975, -2.102846, -0.619485], [5.196828, 0.329462, -0.901385], [5.236980, 0.095304, -1.878971], [4.750246, 1.655090, -0.573059], [3.438475, 2.063411, -1.263438], [2.219032, 1.912126, -0.357963], [2.287315, 2.016653, 0.845718], [1.068362, 1.715205, -1.055097], [-0.253805, 1.680643, -0.589322], [-0.600433, 2.012002, 0.715026], [-1.931247, 1.994455, 1.105213], [-2.910176, 1.640244, 0.184189], [-2.579478, 1.313862, -1.123108], [-1.245377, 1.338387, -1.500756], [-0.978354, 1.077903, -2.514804], [-3.626925, 0.952891, -2.130366], [-3.351533, 0.030026, -2.637366], [-3.708273, 1.736318, -2.883428], [-4.598490, 0.828104, -1.659036], [-3.947315, 1.629465, 0.489945], [-2.312704, 2.384885, 2.502633], [-1.471906, 2.274933, 3.182847], [-3.146226, 1.786275, 2.865815], [-2.623734, 3.429541, 2.520686], [0.170079, 2.289367, 1.414250], [1.149030, 1.561781, -2.050694], [3.486310, 3.123362, -1.527375], [3.309087, 1.492788, -2.185270], [5.545482, 2.360000, -0.835067], [4.614644, 1.672532, 0.511183], [2.968088, -1.575839, -2.016101], [0.483983, -1.824059, -2.054792], [-3.659274, -1.480169, 0.679463], [-4.081202, -1.866332, -0.996216], [-2.854572, -3.871960, 0.964682]], "atomic_forces_ev_per_a": [[0.0, 0.1, 0.0], [0.0, -0.1, 0.0], [0.0, -0.1, -0.1], [0.1, -0.1, -0.1], [-0.4, 0.1, 0.1], [0.0, -0.1, -0.3], [0.1, 0.0, 0.0], [0.6, 0.0, 0.1], [0.0, -0.1, -0.2], [-0.1, 0.0, 0.0], [0.8, 0.0, 0.2], [-0.1, -0.1, 0.0], [0.0, -0.1, -0.3], [0.0, 0.0, 0.0], [0.0, 0.0, 0.0], [0.0, 0.0, 0.0], [-0.4, 0.0, 0.5], [0.0, -0.1, 0.0], [0.0, 0.1, 0.0], [0.0, 0.1, 0.2], [0.2, 0.0, -0.6], [-0.3, 0.3, 0.1], [-0.2, 0.1, -0.2], [0.0, -0.9, 0.4], [0.0, -0.2, -0.1], [-0.2, 0.4, 0.2], [0.2, 0.0, 0.4], [0.2, 0.0, -0.4], [0.0, 0.2, 0.3], [-0.3, 0.0, -0.4], [-0.2, 0.1, 0.0], [0.0, 0.0, 0.2], [0.0, 0.0, -0.1], [0.0, 0.0, 0.0], [0.1, 0.1, 0.0], [0.1, 0.1, 0.1], [0.1, -0.1, -0.2], [0.0, 0.0, -0.1], [0.0, -0.1, -0.1], [-0.1, 0.0, -0.1], [-0.1, 0.0, 0.0], [-0.1, 0.0, 0.0], [0.0, 0.1, -0.1], [0.0, 0.0, 0.1], [0.0, 0.0, 0.1], [0.0, 0.1, 0.1], [0.0, 0.0, 0.1], [0.2, 0.0, 0.2], [-0.1, 0.0, 0.0], [0.0, 0.1, -0.1], [-0.1, -0.1, 0.1], [0.0, 0.3, -0.1], [0.0, -0.1, -0.2], [0.0, 0.0, 0.0], [0.0, 0.0, 0.0], [0.1, 0.1, 0.0], [0.0, -0.1, 0.1]], "mulliken_charge": [-1.355, 0.419, 0.336, -0.512, 0.676, -0.651, 0.570, -0.321, -1.575, -0.682, 0.075, -0.535, 1.495, -1.177, 0.426, 0.235, -0.813, 0.153, 0.705, 0.557, 1.423, -0.702, -0.739, -0.290, 0.293, -1.033, -0.545, 0.276, -0.627, 0.072, 0.226, -0.467, 0.286, -0.366, 0.573, -0.196, 0.259, -1.785, 0.349, 0.430, 0.351, 0.350, -1.939, 0.375, 0.399, 0.426, 0.692, 0.317, 0.443, 0.457, 0.333, 0.459, 0.448, 0.567, 0.215, 0.357, 0.289]}

=====

# 3
{"formula": "C22H27N3O7", "method": "ωB97M-V/def2-TZVPD", "lumo_energy_ha": 0.022, "spin_multiplicity": 1, "homo_energy_ev": -8.27, "de_lowest_kcal_mol": 3.9, "homo_lumo_gap_ev": 8.88, "species": ["C", "H", "H", "H", "C", "N", "C", "O", "C", "C", "C", "O", "N", "C", "C", "C", "C", "C", "C", "H", "H", "O", "C", "C", "H", "O", "H", "H", "H", "H", "C", "H", "H", "H", "H", "H", "H", "C", "O", "N", "C", "H", "C", "H", "C", "C", "O", "O", "H", "H", "C", "C", "H", "H", "H", "H", "H", "H", "H"], "xyz": [[-4.256020, -1.975985, 0.809489], [-5.217827, -1.547292, 0.539501], [-3.888329, -2.534175, -0.043636], [-4.397458, -2.660864, 1.642689], [-3.313287, -0.866412, 1.263056], [-3.104877, 0.227233, 0.318587], [-3.365225, 0.306555, -1.001523], [-3.873002, -0.573751, -1.664517], [-2.905218, 1.616272, -1.662670], [-3.117153, 2.867391, -0.816708], [-1.848115, 2.965127, 0.021188], [-1.719580, 3.624024, 1.025933], [-0.903924, 2.166224, -0.565079], [0.372424, 1.891303, -0.052843], [1.385141, 1.430167, -0.888681], [2.639865, 1.139466, -0.371141], [2.901354, 1.295723, 0.990262], [1.886521, 1.766207, 1.815106], [0.640017, 2.058151, 1.307511], [-0.125538, 2.425215, 1.968202], [2.096965, 1.887526, 2.864647], [4.118828, 1.011285, 1.550298], [4.990326, 0.299538, 0.700620], [4.921851, 0.864260, -0.717739], [5.602434, 0.339724, -1.389619], [3.619789, 0.690208, -1.241602], [5.173724, 1.932127, -0.697708], [5.990840, 0.409352, 1.121673], [4.712523, -0.763626, 0.685672], [1.237967, 1.285648, -1.946025], [-1.376333, 1.619129, -1.825781], [-1.084874, 2.272811, -2.657623], [-0.967946, 0.625480, -2.008607], [-3.183915, 3.758167, -1.445479], [-4.002362, 2.839673, -0.182673], [-3.405551, 1.662418, -2.631050], [-2.664168, 1.021438, 0.756684], [-1.945222, -1.362162, 1.784799], [-1.732486, -1.327922, 2.984110], [-1.001419, -1.747164, 0.902889], [-1.152712, -1.890704, -0.525813], [-2.196353, -1.860241, -0.816978], [-0.539940, -3.204202, -1.014357], [-0.654564, -3.254449, -2.097125], [0.938259, -3.258080, -0.633275], [1.706246, -2.163666, -1.354539], [1.267569, -1.493094, -2.253416], [2.947399, -2.007110, -0.898646], [3.348759, -1.225760, -1.337211], [1.381224, -4.209937, -0.947058], [1.052984, -3.122692, 0.888891], [0.375801, -1.839056, 1.357247], [0.364172, -1.784280, 2.447015], [0.925040, -0.970295, 0.968068], [2.099072, -3.106550, 1.194224], [0.569284, -3.982525, 1.355019], [-1.062203, -4.049682, -0.564854], [-0.626438, -1.069197, -1.021415], [-3.770415, -0.409769, 2.153400]], "atomic_forces_ev_per_a": [[0.1, 0.1, 0.0], [-0.1, 0.0, 0.0], [0.0, 0.0, 0.0], [0.0, 0.0, 0.1], [-0.1, -0.2, 0.2], [0.0, 0.1, 0.5], [0.1, 0.6, -0.3], [-0.1, -0.3, -0.2], [-0.1, 0.0, -0.1], [0.0, 0.0, 0.0], [-0.3, 0.3, -0.1], [0.0, 0.1, 0.2], [-0.1, -0.1, -0.1], [0.5, 0.0, 0.2], [0.0, 0.0, 0.1], [0.1, 0.0, 0.2], [-0.1, 0.0, -0.1], [0.2, -0.1, -0.3], [-0.1, 0.0, 0.1], [0.0, 0.0, 0.0], [0.0, 0.0, 0.2], [-0.3, 0.2, 0.1], [0.2, -0.1, -0.5], [0.5, 0.0, 0.5], [0.0, 0.1, 0.1], [-0.4, 0.0, -0.1], [0.0, -0.1, -0.1], [-0.1, 0.0, -0.1], [0.1, 0.1, 0.0], [0.0, 0.0, -0.1], [0.0, -0.1, -0.4], [0.0, -0.1, 0.0], [0.0, 0.1, 0.0], [0.0, 0.0, 0.0], [0.1, 0.1, 0.0], [0.1, -0.1, 0.1], [-0.1, -0.1, -0.1], [-0.4, 0.2, 0.0], [-0.1, 0.1, 0.4], [0.3, -0.2, -0.1], [-0.2, -0.1, -0.3], [0.0, 0.1, 0.0], [0.2, 0.3, -0.1], [0.0, 0.0, 0.0], [-0.1, -0.1, 0.1], [-0.2, -0.1, -0.1], [-0.1, 0.1, -0.3], [0.6, 0.0, 0.2], [-0.3, -0.1, 0.0], [0.0, 0.1, 0.0], [0.0, 0.2, -0.1], [0.2, -0.1, 0.4], [0.1, 0.1, -0.2], [0.0, 0.0, 0.0], [0.0, 0.0, 0.0], [0.0, 0.0, 0.0], [0.0, 0.0, 0.0], [-0.2, 0.0, 0.0], [0.2, -0.2, -0.2]], "mulliken_charge": [-1.423, 0.389, 0.242, 0.458, 0.200, 0.130, 0.301, -0.683, -0.138, -0.867, 0.321, -0.647, 0.331, 0.143, 0.307, 0.146, 0.538, -1.168, -0.513, 0.498, 0.442, -0.476, -0.392, -0.555, 0.371, -0.618, 0.373, 0.367, 0.225, 0.360, -1.151, 0.451, 0.447, 0.355, 0.367, 0.535, 0.139, 0.634, -0.718, 0.219, 0.785, 0.281, -1.472, 0.384, 0.239, 0.292, -0.659, -0.518, 0.531, 0.486, -1.437, 0.015, 0.565, -0.547, 0.472, 0.478, 0.527, -0.765, 0.403]}